Entry 1:
Entry from OMol25: a cluster of 14 separate species, C76H180F30N9O5P5 in total (wB97M-V/def2-TZVPD).

Summary:
Energy   -8575.12062 hartree
2S+1   1
Net charge   +4
LUMO level   -0.260 hartree

Atoms and positions in Å:
1 P -0.898 0.497 -4.890
2 P -5.431 -2.558 0.144
3 P 2.967 -3.869 -2.095
4 P -3.916 4.316 2.293
5 P -1.555 -0.661 5.203
6 F 2.467 -3.092 -0.722
7 F -4.477 -2.966 -1.062
8 F -1.028 -0.321 6.711
9 F -4.795 4.540 3.617
10 F -0.932 1.141 -3.359
11 F -0.119 -0.053 4.699
12 F -3.251 3.058 3.148
13 F 2.537 -5.291 -1.520
14 F -4.631 5.649 1.627
15 F -1.993 -0.610 -4.484
16 F -6.659 -2.430 -0.904
17 F -5.058 -1.003 -0.060
18 F -1.909 -1.152 3.671
19 F -0.909 -0.071 -6.439
20 F -3.083 4.018 0.915
21 F -2.690 5.251 2.845
22 F 0.129 1.671 -5.489
23 F 1.538 -3.670 -2.788
24 F -3.097 -1.126 5.631
25 F -5.987 -4.078 0.317
26 F -0.896 -2.065 5.435
27 F -2.219 1.388 -5.257
28 F 3.475 -2.402 -2.550
29 F 0.297 -0.590 -4.608
30 F -5.142 3.420 1.630
31 F -2.200 0.797 4.910
32 F 3.481 -4.465 -3.454
33 F 4.466 -4.241 -1.493
34 F -4.277 -2.702 1.210
35 F -6.394 -2.024 1.347
36 O 9.186 6.270 0.867
37 O -3.010 -4.828 -4.222
38 O 0.624 2.800 8.974
39 O 1.987 1.229 -0.215
40 O 0.191 6.453 0.351
41 N 7.136 5.485 3.894
42 N 5.953 -1.921 1.600
43 N -3.752 -5.444 3.583
44 N -0.554 5.389 -2.533
45 N -0.500 -0.805 -0.210
46 N -0.211 3.886 6.089
47 N -6.308 -0.201 -4.003
48 N 3.578 -0.797 -6.285
49 N -5.187 -6.530 -2.838
50 C 7.973 -0.772 -1.746
51 C -0.349 -3.409 0.296
52 C -0.361 2.290 8.109
53 C -6.325 -2.409 -5.278
54 C -5.397 -4.412 5.281
55 C -6.758 -3.845 5.666
56 C 0.203 2.741 10.361
57 C 0.457 7.809 -2.916
58 C -6.771 -8.158 -4.019
59 C 5.137 -3.205 1.894
60 C -3.498 -6.742 4.404
61 C 7.213 6.901 4.439
62 C -1.338 5.593 -3.892
63 C 4.174 2.122 -3.700
64 C -0.827 5.579 0.154
65 C 5.154 -1.974 -7.873
66 C -1.647 0.265 -0.273
67 C -6.342 0.494 -2.584
68 C 7.094 -1.594 2.633
69 C 9.125 7.264 -0.168
70 C -1.635 3.892 5.711
71 C 4.381 -3.162 3.180
72 C -2.115 -7.849 2.483
73 C 5.711 5.407 3.360
74 C 7.926 5.948 1.500
75 C 4.922 -0.694 1.726
76 C -6.600 -1.742 -3.895
77 C -0.080 3.889 -2.410
78 C 2.852 2.407 -0.001
79 C 0.754 6.229 -2.676
80 C 7.185 -0.637 -0.422
81 C 2.923 -2.174 -5.999
82 C -2.362 -6.577 1.606
83 C -1.401 5.793 -1.278
84 C 8.785 4.575 5.783
85 C 4.158 -0.563 3.054
86 C 3.509 -1.937 3.336
87 C 0.527 -0.485 0.917
88 C -4.882 -2.185 -5.739
89 C -7.262 -4.927 -2.793
90 C -3.644 -5.827 2.062
91 C -2.164 -7.505 3.907
92 C 4.524 -3.320 -7.566
93 C -1.241 -2.198 0.227
94 C 0.133 2.484 6.675
95 C -3.986 -6.989 -3.708
96 C -5.203 -4.871 3.777
97 C 3.582 -0.072 -4.934
98 C -4.787 -0.687 -6.029
99 C 0.614 4.170 4.791
100 C 0.830 6.362 1.673
101 C 0.131 -0.961 -1.623
102 C 0.576 3.048 3.727
103 C 5.407 4.037 2.610
104 C -6.220 -7.713 -2.677
105 C -2.592 -4.441 3.933
106 C -7.547 0.388 -4.701
107 C 2.742 0.050 -7.294
108 C 7.435 4.435 5.033
109 C 3.053 -3.075 -7.244
110 C -4.987 0.118 -4.765
111 C -4.406 2.234 -1.599
112 C 5.042 -0.945 -6.765
113 C 1.229 0.908 0.919
114 C -2.793 -6.059 -3.701
115 C 0.039 5.012 7.157
116 C -2.316 0.472 1.108
117 C 8.207 5.215 2.792
118 C 3.775 1.482 -5.041
119 C 6.533 -1.970 0.143
120 C -2.290 4.543 -4.263
121 C -5.703 1.994 -2.440
122 C -0.255 6.467 6.646
123 C -4.693 -6.174 -1.443
124 C -2.021 -3.819 -3.853
125 C -5.913 -5.344 -3.489
126 H 2.669 -2.019 2.646
127 H -7.536 -4.608 5.668
128 H -2.576 -4.326 5.017
129 H -4.351 -0.149 -3.921
130 H 7.101 -2.895 0.042
131 H -2.046 -8.435 4.463
132 H -4.083 -2.547 -5.092
133 H -1.553 5.904 0.900
134 H -1.792 3.625 -4.576
135 H -7.034 -7.447 -2.003
136 H 1.315 -1.216 0.740
137 H 5.579 6.209 2.633
138 H 1.235 3.328 2.904
139 H -4.463 2.042 -0.528
140 H -0.548 4.568 0.451
141 H -0.053 7.178 7.448
142 H -3.406 -6.470 5.456
143 H -5.853 -2.028 -3.154
144 H -5.891 -5.640 3.426
145 H -2.687 -3.415 3.578
146 H -2.101 -2.263 -0.439
147 H -7.120 -3.067 4.994
148 H 5.912 -3.971 1.908
149 H 2.600 -2.769 -8.187
150 H 2.670 -0.551 -8.200
151 H 6.663 4.423 5.804
152 H -1.875 4.782 5.129
153 H 0.301 1.703 10.679
154 H 2.834 1.939 -5.349
155 H 3.662 2.293 0.719
156 H -3.006 4.265 -3.489
157 H -7.645 -1.805 -3.591
158 H 0.348 6.676 5.762
159 H 1.228 5.749 -3.532
160 H 3.351 0.927 -7.514
161 H 2.691 -0.306 -4.352
162 H -0.636 -1.402 -2.260
163 H 4.601 -1.522 -8.697
164 H -0.433 2.832 3.376
165 H 4.307 -0.799 0.832
166 H 1.256 5.992 -1.737
167 H 4.335 3.199 -3.743
168 H 7.784 -0.193 0.373
169 H -1.063 -4.176 0.595
170 H -3.811 -5.020 1.349
171 H -4.691 -3.622 5.535
172 H -1.152 -8.312 2.270
173 H 3.740 -4.030 3.330
174 H 0.049 6.493 2.422
175 H -1.604 6.839 -1.504
176 H -6.598 -3.460 -5.189
177 H -0.556 1.229 8.269
178 H 4.409 -0.504 -4.371
179 H 4.579 -3.914 -8.478
180 H -2.970 4.968 -5.002
181 H -7.007 -1.994 -6.020
182 H 1.069 4.967 7.512
183 H 8.200 4.130 2.690
184 H 8.937 5.498 6.344
185 H -2.867 1.405 0.988
186 H 3.405 1.865 -2.971
187 H -2.287 3.956 6.582
188 H 0.870 3.431 10.877
189 H -6.868 -7.366 -4.761
190 H -7.723 0.154 -5.751
191 H 8.325 0.180 -2.144
192 H 2.568 -4.027 -7.030
193 H -2.144 -3.436 -2.840
194 H 0.459 1.679 0.897
195 H -2.290 -0.190 -1.026
196 H -5.249 -4.480 -3.477
197 H 5.709 3.221 3.267
198 H -3.656 -7.959 -3.337
199 H 5.789 -1.216 -6.019
200 H -5.433 -0.366 -6.847
201 H -7.361 0.500 -2.197
202 H 3.411 2.685 -0.895
203 H -7.753 -8.579 -3.805
204 H -1.109 1.123 -0.674
205 H -3.023 -0.286 1.447
206 H -5.109 -5.260 5.902
207 H -4.255 -7.049 -0.964
208 H 6.182 -2.074 -8.222
209 H -4.003 -5.332 -1.487
210 H 7.797 -2.421 2.534
211 H 0.965 2.059 3.969
212 H 1.704 7.005 1.779
213 H -7.011 -4.656 -1.768
214 H -4.362 -6.988 -4.731
215 H 7.268 7.557 3.570
216 H 3.417 -2.501 -5.084
217 H -1.347 2.750 8.176
218 H 1.402 8.337 -3.046
219 H 10.050 7.143 -0.731
220 H 7.611 -0.709 2.262
221 H -1.545 -2.062 1.265
222 H -2.015 3.083 5.088
223 H -1.633 -4.900 3.694
224 H -6.771 -3.404 6.663
225 H 1.210 5.346 1.784
226 H 3.476 0.287 3.056
227 H -1.270 6.662 6.300
228 H 4.872 -0.222 3.804
229 H 7.264 3.495 4.508
230 H -1.036 -4.283 -3.807
231 H -0.154 8.326 -2.176
232 H -0.645 5.638 -4.731
233 H 1.761 0.305 -6.893
234 H -5.977 -5.594 -4.548
235 H 5.352 0.036 -7.126
236 H -4.735 -2.739 -6.665
237 H -3.626 1.670 -2.111
238 H 7.362 5.284 0.844
239 H 8.359 7.087 -0.923
240 H 7.300 -1.173 -2.504
241 H 0.172 -0.788 1.902
242 H 1.880 -1.957 -5.767
243 H 5.533 0.185 1.524
244 H 3.051 -1.859 4.323
245 H 8.719 -1.557 -1.624
246 H -6.132 -8.937 -4.434
247 H -0.532 4.725 8.040
248 H 0.474 0.027 -1.930
249 H 6.841 -1.414 3.678
250 H -5.462 -4.066 3.088
251 H -5.456 2.433 -3.406
252 H -5.598 -5.885 -0.907
253 H -0.813 3.061 10.595
254 H -0.966 3.259 -2.331
255 H 9.166 5.517 3.213
256 H -0.378 1.866 5.936
257 H -2.847 -8.614 2.221
258 H 9.067 3.782 6.476
259 H 1.215 2.350 6.668
260 H 1.733 1.145 1.855
261 H 0.116 4.998 4.286
262 H -2.392 -6.774 0.534
263 H 4.627 1.576 -5.715
264 H -7.411 1.469 -4.664
265 H -4.915 1.163 -5.066
266 H 5.867 3.808 1.649
267 H 6.376 0.054 -0.656
268 H 0.641 3.615 -3.180
269 H 2.202 3.197 0.375
270 H 0.445 -3.305 1.036
271 H 5.030 5.443 4.210
272 H -1.543 -5.908 1.868
273 H -4.502 -6.492 1.969
274 H 5.139 1.823 -3.293
275 H 9.637 4.412 5.123
276 H -8.068 -5.645 -2.942
277 H 7.412 6.905 1.594
278 H -3.799 -0.438 -6.418
279 H -1.310 -6.847 4.074
280 H -7.665 -4.023 -3.250
281 H 5.604 -2.145 -0.399
282 H -4.121 3.281 -1.706
283 H -2.308 5.196 -1.377
284 H 8.109 7.061 5.039
285 H -6.364 2.777 -2.068
286 H 0.488 3.781 -1.486
287 H 5.117 -3.102 3.982
288 H -4.405 -7.334 4.285
289 H -5.679 -0.153 -2.010
290 H 4.960 -3.850 -6.718
291 H -8.370 0.105 -4.044
292 H -5.742 -8.584 -2.229
293 H 1.607 4.521 5.071
294 H 9.055 8.301 0.159
295 H 4.329 3.931 2.488
296 H -0.042 7.856 -3.883
297 H -1.799 6.575 -3.790
298 H -1.576 0.589 1.899
299 H 6.308 7.046 5.030
300 H -2.008 -3.103 -4.674
301 H 1.004 -1.609 -1.551
302 H -2.337 -6.006 -2.713
303 H -2.003 -6.591 -4.231
304 H 4.420 -3.419 1.101
305 H 0.035 -3.798 -0.647


Entry 2:
Entry from OMol25: an isolated molecule of C18H22ClN5O4S (wB97M-V/def2-TZVPD).

Summary:
Energy   -2132.29049 hartree
2S+1   1
Energy above the lowest of the compared OMol25 structures with the same formula, charge and spin   7.5 kcal/mol
LUMO level   -0.009 hartree
SMILES   C[C@@H]1CN(C(=O)c2cc(Cl)c3ccncc3n2)C[C@@H]1NC(=O)[C@@H](C)NS(C)(=O)=O

Atoms and positions in Å:
1 Cl -2.286 2.452 3.933
2 S -1.782 -0.967 -0.016
3 O -1.811 0.448 -0.309
4 O 0.319 3.382 -0.563
5 O -0.187 -1.804 -3.967
6 O -0.565 -1.512 0.508
7 N -0.031 -0.033 -2.563
8 N 1.622 1.563 -0.912
9 N 1.671 1.445 1.981
10 N -2.249 -1.799 -1.362
11 N 2.392 0.201 5.284
12 C -0.764 2.079 3.195
13 C 0.887 2.387 -0.136
14 C 0.154 1.082 5.323
15 C -3.079 -1.344 1.120
16 C 0.710 2.026 1.323
17 C 2.344 -0.457 -1.920
18 C 2.191 -1.967 -1.858
19 C -2.159 -1.190 -2.707
20 C 1.571 1.731 -2.369
21 C 2.489 0.534 4.028
22 C 1.224 0.479 5.919
23 C 1.363 0.297 -2.832
24 C -0.684 -1.055 -3.148
25 C -2.886 -2.103 -3.674
26 C 2.133 0.224 -0.563
27 C 1.451 1.163 3.292
28 C -0.540 2.385 1.894
29 C 0.249 1.445 3.963
30 H -0.527 0.521 -1.879
31 H 2.308 -2.416 -2.844
32 H -1.276 2.878 1.277
33 H -3.936 -2.202 -3.391
34 H 2.943 -2.393 -1.191
35 H -0.749 1.281 5.880
36 H -4.020 -0.942 0.754
37 H 1.397 -0.321 0.026
38 H -2.612 -0.194 -2.695
39 H 1.180 0.191 6.962
40 H 2.500 2.151 -2.758
41 H -2.799 -0.856 2.052
42 H 1.565 0.134 -3.889
43 H -3.124 -2.420 1.271
44 H -3.118 -2.295 -1.219
45 H 1.211 -2.242 -1.467
46 H 3.416 0.318 3.506
47 H 3.343 -0.207 -2.290
48 H 3.047 0.293 0.023
49 H -2.413 -3.083 -3.690
50 H 0.754 2.403 -2.624
51 H -2.839 -1.692 -4.680


Entry 3:
Entry from OMol25: a cluster of 23 separate species, C25H9Cl88N2O4P in total (wB97M-V/def2-TZVPD).

Summary:
Energy   -42206.46464 hartree
2S+1   1
LUMO level   -0.007 hartree

Atoms and positions in Å:
1 Cl -7.715 6.941 2.272
2 Cl 6.391 -10.069 5.674
3 Cl 4.887 -11.279 7.820
4 Cl -3.440 4.798 5.832
5 Cl 0.657 -6.359 -5.006
6 Cl 0.860 -7.848 -7.473
7 Cl -5.464 -0.656 0.545
8 Cl 2.456 -0.910 -10.106
9 Cl -2.288 11.095 -4.538
10 Cl 6.552 -7.691 8.280
11 Cl -8.245 -7.127 3.433
12 Cl -3.815 8.681 -4.111
13 Cl 0.341 -1.411 -5.033
14 Cl -13.033 6.970 4.712
15 Cl 9.183 -10.660 -9.643
16 Cl -1.777 7.071 6.465
17 Cl -1.204 4.499 7.639
18 Cl 3.803 3.976 10.125
19 Cl -9.363 -5.389 1.416
20 Cl -0.314 -1.422 -1.454
21 Cl -2.010 -2.293 -14.000
22 Cl 4.966 -9.373 -12.690
23 Cl -5.049 11.445 7.694
24 Cl 3.943 1.197 9.335
25 Cl 3.334 3.211 7.372
26 Cl -7.580 8.616 -0.074
27 Cl 2.233 -2.467 -7.690
28 Cl 4.199 -12.057 -13.428
29 Cl -2.770 6.006 0.640
30 Cl -0.932 8.558 -4.221
31 Cl -8.177 -4.263 3.804
32 Cl -1.111 -3.583 -3.798
33 Cl 4.169 -11.815 5.073
34 Cl 5.747 -10.442 -15.255
35 Cl -2.773 12.205 9.301
36 Cl 2.924 -8.090 -5.467
37 Cl -0.184 4.722 0.677
38 Cl 4.492 -2.847 -9.452
39 Cl 5.811 -12.729 -6.227
40 Cl -6.502 -5.501 1.801
41 Cl -0.565 10.382 2.909
42 Cl -10.975 6.582 2.721
43 Cl 5.527 -10.575 -4.328
44 Cl 3.238 -11.493 -5.829
45 Cl 2.657 -5.641 -6.974
46 Cl 2.007 7.104 -4.033
47 Cl -2.428 -1.874 -5.716
48 Cl -11.160 9.092 4.132
49 Cl -2.764 10.528 4.753
50 Cl 1.394 2.548 9.411
51 Cl -4.618 10.202 10.266
52 Cl 6.934 -10.388 -7.853
53 Cl 6.573 -11.597 -10.445
54 Cl 1.846 4.368 -3.115
55 Cl 1.862 -3.753 -10.245
56 Cl -3.547 5.973 8.468
57 Cl 8.614 -7.671 10.303
58 Cl 0.059 -2.405 -11.980
59 Cl 2.979 -9.794 -14.745
60 Cl -2.728 12.244 2.422
61 Cl 4.369 -13.161 -3.758
62 Cl 7.111 -0.557 8.459
63 Cl 5.151 -2.416 9.484
64 Cl 6.878 -3.190 7.299
65 Cl -2.228 9.780 -1.965
66 Cl 3.692 -9.202 6.209
67 Cl -0.441 7.487 1.466
68 Cl -2.074 -3.055 0.152
69 Cl -7.654 -0.057 -1.242
70 Cl 2.616 4.935 -5.840
71 Cl 7.240 -5.224 9.608
72 Cl -8.068 5.782 -0.348
73 Cl -10.268 6.718 5.515
74 Cl 4.795 -1.235 6.874
75 Cl -6.383 -2.650 -1.340
76 Cl -2.243 -0.704 -11.598
77 Cl -0.108 5.375 -4.989
78 Cl -2.859 9.599 8.057
79 Cl -3.191 9.412 2.132
80 Cl -8.024 -1.936 0.920
81 Cl -5.463 6.730 0.473
82 Cl -0.263 -0.027 -13.590
83 Cl -3.168 -1.316 -1.874
84 Cl 9.088 -6.418 7.741
85 Cl -2.024 -0.191 0.529
86 Cl -0.395 -3.728 -6.595
87 Cl 7.091 -8.756 -10.233
88 Cl -0.772 6.752 -1.300
89 P 2.512 0.993 1.290
90 O 2.725 2.669 4.014
91 O 2.382 0.533 4.592
92 O 3.444 0.968 2.697
93 O 1.454 2.266 1.352
94 N 1.427 -0.336 1.331
95 N 0.809 4.091 4.261
96 C -1.896 -1.497 -0.663
97 C 1.705 3.131 4.914
98 C 2.772 1.356 3.853
99 C 1.590 5.445 -4.495
100 C -11.361 7.340 4.269
101 C 4.473 -10.415 -14.030
102 C -0.546 3.554 4.109
103 C -0.898 -2.651 -5.288
104 C 5.984 -1.850 8.025
105 C 4.785 -10.592 6.193
106 C -3.824 10.863 8.830
107 C -1.114 -1.359 -12.793
108 C 2.761 -2.489 -9.375
109 C 3.120 2.734 9.066
110 C 4.735 -11.993 -5.035
111 C -2.318 9.533 -3.710
112 C -7.208 7.018 0.582
113 C -2.493 5.585 7.102
114 C 7.873 -6.751 8.985
115 C -8.072 -5.570 2.613
116 C 1.774 -6.984 -6.228
117 C 7.445 -10.351 -9.544
118 C -6.881 -1.324 -0.280
119 C -2.315 10.644 3.049
120 C -1.037 6.242 0.367
121 H 1.597 -0.810 0.451
122 H 1.068 2.356 5.347
123 H 0.470 0.018 1.323
124 H 1.195 4.326 3.354
125 H 2.196 3.678 5.735
126 H -0.588 2.570 3.611
127 H 1.887 3.028 0.945
128 H -1.040 3.488 5.081
129 H -1.110 4.254 3.484


no.,maximum force (eV/Å)
1,4.62
2,0.14
3,2.75